Here is a 11-piece molecular cluster, C48H58F32O25 overall from the Open Molecules 2025 dataset. Energies are from the ωB97M-V functional and the def2-TZVPD basis.

Geometry as ORCA input:
```
! RIJCOSX wB97M-V def2-TZVPD def2/J DEFGRID3
* xyz 0 1
F 6.4415 -2.8929 -1.4206
F -2.4725 -1.1441 0.7705
F -2.5637 2.3344 0.2520
F -5.1759 0.4196 -9.9999
F -0.3667 2.1082 -2.5094
F -3.1963 4.8140 2.7116
F -0.3726 -2.8349 1.2664
F -6.4058 1.3427 3.3529
F -4.9953 4.0241 1.6352
F -3.1102 1.0208 -8.3803
F 9.9827 -1.0581 -0.0402
F -1.8619 3.3497 -4.5645
F -2.3974 -2.7297 -0.6819
F -1.5095 2.9123 -6.6279
F 4.3811 -1.1142 -2.0548
F 3.4484 -2.8191 -1.0255
F 8.5260 1.4673 -0.1609
F -3.9462 5.0177 -5.2748
F 5.6449 -2.7981 0.6603
F 1.7235 1.8493 0.3251
F -3.3468 4.9757 -7.2794
F 9.9250 0.8186 -1.7904
F -6.0923 -0.1355 1.0409
F 1.5266 3.1914 -2.1970
F -6.5353 -1.4648 2.6616
F 8.7030 -1.6605 -1.7420
F -4.5450 -0.0629 -7.5024
F 2.0529 0.5220 -1.3777
F 0.3492 -2.5273 -0.6492
F -4.9497 0.0348 4.3454
F -2.5239 4.4713 0.0464
F -6.7140 1.4591 -8.8410
O 6.6207 3.2739 -2.5621
O -4.3725 2.2296 -7.0430
O -2.7075 -7.0337 -2.7284
O 1.2571 -1.3064 3.8036
O -2.3708 -1.6587 3.7975
O 3.8804 2.5074 5.3351
O 4.9675 2.9452 3.3933
O -3.2849 -3.1520 2.3030
O 0.2017 5.8188 -0.3224
O -2.2229 -9.5165 2.4479
O -0.0138 5.7744 1.9912
O -2.5683 -8.0101 0.7870
O -0.1432 7.6422 0.7844
O -3.0813 -5.6200 -4.4386
O -2.7588 -3.7312 4.4514
O -3.0773 -4.7001 -2.4285
O 1.9672 -3.3556 4.5981
O 6.5253 -0.9203 -0.2188
O 5.5179 1.4482 -3.3589
O -4.3357 1.3224 2.4954
O -1.1432 -7.4801 2.3766
O 4.4454 3.1252 -2.2194
O 2.6670 -2.7006 2.7012
O 0.1107 0.4695 -0.2541
O 2.6796 3.1287 3.5557
C 3.1144 -3.9416 2.7121
C -3.6959 -5.8215 0.4786
C -2.4080 -3.0925 5.6576
C -3.9067 2.5491 3.0451
C 2.4882 2.4482 5.7876
C -2.4658 3.2227 -5.7737
C -2.3698 -6.5889 0.5785
C -3.7390 3.7617 2.0408
C -2.9617 4.6877 -6.0870
C -0.0057 8.1519 -0.4379
C 3.8918 2.9118 4.0372
C -5.6685 -0.6194 2.2185
C -0.2800 -1.9236 0.3215
C -2.9703 -5.8987 -3.1812
C -2.6374 3.5344 0.9435
C 0.0122 6.3619 0.9018
C 5.7789 -2.1755 -0.4713
C 1.7555 -5.6072 4.0239
C 4.7842 4.4338 -1.7376
C 6.3034 4.4642 -1.8191
C -1.8146 -1.7573 5.1261
C -4.2972 -3.9879 -5.7707
C 8.8051 -0.8631 -0.6930
C -3.5379 2.1057 -5.8432
C 0.2124 6.8455 -1.2687
C -5.3778 1.4382 -9.1432
C 2.7314 -4.4564 4.1387
C -0.9495 6.4701 -2.2818
C -2.9190 -2.8304 3.4354
C -1.9087 -8.4537 1.8380
C -1.4230 -3.9331 6.4020
C -3.1593 -4.2168 -4.7259
C 4.2684 4.4436 -0.2865
C 5.5328 2.5418 -2.8030
C 4.3709 -1.8590 -0.9321
C 0.6278 2.1225 4.1330
C 1.9378 -2.3436 3.7017
C 1.1937 1.2475 -0.7654
C 8.7344 0.6320 -1.1741
C 0.5976 2.4250 -1.6339
C -1.7163 -1.6196 -0.2469
C 1.7241 3.0815 4.6041
C -4.3257 1.1469 -7.9960
C 0.4032 -0.5584 0.7108
C -3.3745 -3.6712 -3.3545
C 7.7862 -1.0484 0.3737
C -1.6755 -6.2500 1.8950
C -5.3654 0.5316 3.1802
H -1.6898 3.4985 1.4808
H -0.9108 -5.4736 1.8729
H -4.3443 -5.9562 1.3443
H 7.9625 0.7345 -1.9369
H 6.7831 4.4181 -0.8414
H 1.1756 7.0279 -1.7451
H -0.9190 7.3019 -2.9856
H -2.9478 2.4309 3.5497
H 0.8955 8.7644 -0.4103
H 0.9404 -5.4728 3.3128
H -0.7405 -1.7263 4.9433
H -0.6934 5.5737 -2.8465
H -5.1643 -4.5739 -5.4660
H 1.4206 4.1206 4.7318
H -0.0287 1.8122 4.9459
H -2.9060 1.2205 -5.7707
H -3.9187 -4.3766 -6.7161
H -0.7517 8.8977 -0.7123
H 2.2573 -6.4757 3.5973
H -2.8278 -2.7286 -3.3307
H 4.3575 5.1378 -2.4520
H -3.5858 -4.7433 0.3617
H 6.7044 5.3512 -2.3095
H -2.1935 -3.7743 -4.9699
H -0.0187 2.6626 3.4413
H -2.0141 -0.9002 5.7693
H 3.6423 -4.5360 4.7319
H -1.8882 -4.9067 6.5567
H 2.7200 -4.5476 1.8965
H 7.8185 -0.3288 1.1917
H 2.2082 1.3948 5.7913
H -4.6541 2.8253 3.7890
H -1.9625 6.2799 -1.9272
H 3.2230 4.2393 -0.0555
H -1.7489 -6.3782 -0.2923
H -4.1852 2.2080 -4.9722
H 4.5738 5.3547 0.2280
H -2.1593 5.3987 -5.8903
H -4.6185 -2.9492 -5.8480
H -3.2072 -2.7747 6.3272
H 0.0014 -0.1454 1.6361
H -1.7359 -0.9710 -1.1228
H -2.3702 -5.6970 2.5272
H -1.0698 -3.5283 7.3504
H -0.0121 2.9795 -0.9206
H 4.0190 -1.2521 -0.0979
H 1.0477 1.2780 3.5866
H -5.1263 2.3214 -9.7304
H 4.1811 -3.9888 2.4931
H -0.4969 -3.9428 5.8272
H 4.7022 3.6001 0.2506
H -4.6493 -0.9408 2.0040
H 1.2885 -5.8038 4.9890
H 7.9899 -2.0055 0.8541
H 2.2998 2.9448 6.7395
H 1.4862 -0.6434 0.7996
H -4.2061 -6.1835 -0.4140
H -4.4390 -3.4850 -3.2120
*
```

Calculated values
* relative energy (zero: lowest compared OMol25 entry of this formula, charge and spin): 5.508 eV
* highest occupied orbital energy: -9.94 eV
* SMILES string: FC(F)C(F)(F)COC(F)(F)C(F)F.FC(F)C(F)(F)COC(F)(F)C(F)F.FC(F)C(F)(F)COC(F)(F)C(F)F.FC(F)C(F)(F)COC(F)(F)C(F)F.C[C@H]1COC(=O)O1.C[C@H]1COC(=O)O1.C[C@H]1COC(=O)O1.C[C@H]1COC(=O)O1.C[C@H]1COC(=O)O1.C[C@H]1COC(=O)O1.C[C@H]1COC(=O)O1
* gap between HOMO and LUMO: 10.03 eV